DFT (the ωB97M-V functional and the def2-TZVPD basis) results for 2 unconnected molecules or ions with the total composition C9H14 at a distorted geometry.

ORCA input file:
```
! RIJCOSX wB97M-V def2-TZVPD def2/J DEFGRID3
* xyz 0 1
C 0.29940 -0.77371 -2.46687
C -1.54604 1.70911 0.54832
C -0.37283 2.06259 -0.07757
C -2.09691 0.44505 0.27609
C 0.27735 1.21743 -0.97341
C -1.48868 -0.35553 -0.66283
C -0.28748 -0.02123 -1.28920
H -2.03289 2.28119 1.31562
H 0.07572 3.04425 0.03324
H -2.91080 0.17688 0.93934
H 1.19603 1.54340 -1.45232
H -1.93186 -1.28171 -0.97839
H 0.65275 -0.06155 -3.19329
H -0.35866 -1.51638 -2.91238
H 1.11565 -1.36668 -2.03432
C 1.76492 -2.33031 2.01357
C 2.22454 -0.86138 2.04307
H 0.67296 -2.37486 2.03306
H 2.20073 -2.84282 1.16139
H 2.08276 -2.83069 2.92060
H 3.24378 -0.80179 1.65481
H 1.54449 -0.11639 1.62806
H 2.31163 -0.51661 3.08206
*
```

Summary:
- E_tot: -9559.6674 eV
- SMILES string: Cc1ccccc1.CC
- E_LUMO: 0.99 eV
- Energy above the lowest of the compared OMol25 structures with the same formula, charge and spin: 11.9 kcal per mole
- Kohn-Sham gap: 10.0061 eV

Here are the Löwdin charges for atoms 1 to 8, given in e: number 1, C, carries -0.05; number 2, C, carries -0.10; number 3, C, carries -0.10; number 4, C, carries -0.09; number 5, C, carries -0.07; number 6, C, carries -0.07; number 7, C, carries -0.28; number 8, H, carries 0.09

***

DFT (the ωB97M-V functional and the def2-TZVPD basis) results for 2 unconnected molecules or ions with the total composition C9H14 at a distorted geometry.

ORCA input file:
```
! RIJCOSX wB97M-V def2-TZVPD def2/J DEFGRID3
* xyz 0 1
C 1.20738 2.41516 1.10829
C 0.91689 3.56194 2.07501
H 0.64304 2.35479 0.31353
H 2.29546 2.40432 0.79411
H 1.14122 1.46626 1.77682
H 1.58641 3.67634 2.84475
H -0.08290 3.51944 2.51144
H 0.85030 4.45457 1.39617
C 0.54513 -0.11706 -1.93507
C -0.93496 -3.47567 -0.87697
C -0.26823 -2.50507 -1.66817
C -1.41062 -2.95685 0.31979
C -0.27238 -1.15424 -1.27214
C -1.60182 -1.61515 0.62193
C -1.10153 -0.65669 -0.19818
H -0.69674 -4.58559 -1.06797
H 0.10037 -2.67773 -2.66209
H -1.97417 -3.75056 0.83536
H -2.09371 -1.19626 1.50781
H 0.56201 -0.17818 -2.96751
H 1.57954 -0.34671 -1.63907
H -1.25381 0.32703 0.06498
H 0.26316 1.03591 -1.88281
*
```

Summary:
- E_tot: -9558.0104 eV
- SMILES string: Cc1ccccc1.CC
- E_LUMO: 0.97 eV
- Energy above the lowest of the compared OMol25 structures with the same formula, charge and spin: 50.1 kcal per mole
- Kohn-Sham gap: 9.7242 eV

Here are the Löwdin charges for atoms 1 to 8, given in e: number 1, C, carries -0.17; number 2, C, carries -0.17; number 3, H, carries -0.03; number 4, H, carries 0.09; number 5, H, carries 0.10; number 6, H, carries 0.03; number 7, H, carries 0.06; number 8, H, carries 0.08

***

DFT (the ωB97M-V functional and the def2-TZVPD basis) results for 2 unconnected molecules or ions with the total composition C9H14 at a distorted geometry.

ORCA input file:
```
! RIJCOSX wB97M-V def2-TZVPD def2/J DEFGRID3
* xyz 0 1
C 2.10847 0.10653 -2.07673
C 2.25958 -0.75384 -0.84629
H 1.94798 1.15820 -1.80978
H 2.89968 0.05071 -2.83288
H 1.14983 -0.00598 -2.64639
H 1.32022 -0.96809 -0.34974
H 2.64631 -1.77435 -1.11751
H 3.11260 -0.49775 -0.20664
C -1.40712 -1.93182 1.43502
C -1.13335 2.16828 0.18771
C -0.89660 1.82841 1.54880
C -1.30144 1.16426 -0.71926
C -1.04894 0.52853 1.95632
C -1.14801 -0.17548 -0.32531
C -1.20771 -0.51605 1.01415
H -1.07376 3.20693 -0.12359
H -0.47508 2.65941 2.08790
H -1.10784 1.39386 -1.77577
H -1.00893 0.25488 3.00272
H -1.32137 -0.94165 -1.07695
H -1.76517 -2.60232 0.64681
H -2.11709 -1.96706 2.26211
H -0.43224 -2.38560 1.76533
*
```

Summary:
- E_tot: -9559.2535 eV
- SMILES string: Cc1ccccc1.CC
- E_LUMO: 1.03 eV
- Energy above the lowest of the compared OMol25 structures with the same formula, charge and spin: 21.4 kcal per mole
- Kohn-Sham gap: 10.0255 eV

Here are the Löwdin charges for atoms 1 to 8, given in e: number 1, C, carries -0.19; number 2, C, carries -0.17; number 3, H, carries 0.06; number 4, H, carries 0.06; number 5, H, carries 0.07; number 6, H, carries 0.04; number 7, H, carries 0.07; number 8, H, carries 0.07

***

DFT (the ωB97M-V functional and the def2-TZVPD basis) results for 2 unconnected molecules or ions with the total composition C9H14 at a distorted geometry.

ORCA input file:
```
! RIJCOSX wB97M-V def2-TZVPD def2/J DEFGRID3
* xyz 0 1
C 1.28728 -2.41042 1.71697
C -0.00017 -1.68449 1.29687
H 2.05168 -1.74405 2.12094
H 1.05802 -3.09249 2.54444
H 1.78948 -2.98852 0.93939
H 0.04994 -1.37826 0.25715
H -0.82900 -2.39326 1.31341
H -0.09451 -0.83635 1.96285
C -0.43391 2.35752 1.25128
C -1.43519 0.89526 -0.52256
C -0.28707 1.37989 0.10478
C -1.32170 -0.07262 -1.50576
C -0.08821 -0.52964 -1.96652
C 0.94453 0.90232 -0.30497
C 1.02812 -0.02448 -1.34715
H -2.42192 1.17276 -0.17757
H -2.25589 -0.42983 -1.91617
H 0.44117 2.94819 1.51033
H -0.69998 1.79054 2.14686
H -0.11372 -1.22535 -2.79674
H 1.88594 1.27672 0.07721
H 2.05154 -0.28686 -1.59203
H -1.21377 3.06776 0.98665
*
```

Summary:
- E_tot: -9559.7313 eV
- SMILES string: Cc1ccccc1.CC
- E_LUMO: 1.06 eV
- Energy above the lowest of the compared OMol25 structures with the same formula, charge and spin: 10.4 kcal per mole
- Kohn-Sham gap: 10.2256 eV

Here are the Löwdin charges for atoms 1 to 8, given in e: number 1, C, carries -0.16; number 2, C, carries -0.15; number 3, H, carries 0.06; number 4, H, carries 0.06; number 5, H, carries 0.06; number 6, H, carries 0.01; number 7, H, carries 0.07; number 8, H, carries 0.06

***

DFT (the ωB97M-V functional and the def2-TZVPD basis) results for 2 unconnected molecules or ions with the total composition C9H14 at a distorted geometry.

ORCA input file:
```
! RIJCOSX wB97M-V def2-TZVPD def2/J DEFGRID3
* xyz 0 1
C 1.35730 1.50400 2.46218
C 0.10052 -1.43989 0.52038
C -1.25604 -1.35687 0.74296
C 0.96359 -0.51916 1.10058
C 0.43925 0.56319 1.78610
C -1.86197 -0.26654 1.40025
C -0.95853 0.66969 1.91181
H 0.52976 -2.33428 0.03025
H -1.92749 -2.04032 0.21043
H 2.04269 -0.65983 0.89152
H -2.90345 -0.24517 1.73484
H 2.11599 1.66891 1.69027
H 1.82496 1.13614 3.37842
H -1.41111 1.53142 2.40204
H 1.01613 2.50243 2.81721
C 0.70350 0.19583 -3.10721
C -0.70564 -0.39875 -2.73720
H 0.92472 0.17043 -4.16349
H 0.72451 1.18380 -2.63010
H 1.40099 -0.47952 -2.59758
H -0.83705 -1.25221 -3.38730
H -1.50109 0.34298 -2.80265
H -0.78151 -0.47627 -1.65367
*
```

Summary:
- E_tot: -9559.2117 eV
- SMILES string: Cc1ccccc1.CC
- E_LUMO: 1.01 eV
- Energy above the lowest of the compared OMol25 structures with the same formula, charge and spin: 22.4 kcal per mole
- Kohn-Sham gap: 10.0038 eV

Here are the Löwdin charges for atoms 1 to 8, given in e: number 1, C, carries -0.07; number 2, C, carries -0.13; number 3, C, carries -0.13; number 4, C, carries -0.06; number 5, C, carries -0.30; number 6, C, carries -0.07; number 7, C, carries -0.05; number 8, H, carries 0.12

***

DFT (the ωB97M-V functional and the def2-TZVPD basis) results for 2 unconnected molecules or ions with the total composition C9H14.

ORCA input file:
```
! RIJCOSX wB97M-V def2-TZVPD def2/J DEFGRID3
* xyz 0 1
C 0.76341 2.18640 1.61366
C -0.91700 0.29568 -1.85150
C -1.68874 1.17553 -1.10896
C 0.42236 0.11611 -1.52857
C -1.15953 1.78832 0.01094
C 0.96696 0.75441 -0.42769
C 0.15563 1.53908 0.39427
H -1.30766 -0.22285 -2.71953
H -2.72046 1.28622 -1.40371
H 1.04644 -0.55280 -2.11528
H -1.74161 2.50166 0.57605
H 1.96462 0.55134 -0.06068
H 1.25098 3.11443 1.31016
H 1.51582 1.53436 2.06848
H 0.06304 2.42649 2.41423
C 0.11286 -3.81114 1.07274
C 0.91298 -2.53497 0.79858
H -0.45856 -3.71014 2.00664
H -0.64023 -3.97089 0.30553
H 0.79165 -4.66116 1.15208
H 1.46697 -2.29952 1.71166
H 1.63564 -2.65486 -0.01352
H 0.26017 -1.71656 0.51432
*
```

Summary:
- E_tot: -9559.9879 eV
- SMILES string: Cc1ccccc1.CC
- E_LUMO: 1.00 eV
- Energy above the lowest of the compared OMol25 structures with the same formula, charge and spin: 4.5 kcal per mole
- Kohn-Sham gap: 10.0382 eV

Here are the Löwdin charges for atoms 1 to 8, given in e: number 1, C, carries -0.06; number 2, C, carries -0.10; number 3, C, carries -0.09; number 4, C, carries -0.11; number 5, C, carries -0.05; number 6, C, carries -0.07; number 7, C, carries -0.28; number 8, H, carries 0.10

***

DFT (the ωB97M-V functional and the def2-TZVPD basis) results for 2 unconnected molecules or ions with the total composition C9H14 at a distorted geometry.

ORCA input file:
```
! RIJCOSX wB97M-V def2-TZVPD def2/J DEFGRID3
* xyz 0 1
C 2.78432 -1.62211 -0.32940
C -1.26175 -1.22539 0.58610
C -0.39430 -0.82611 1.53457
C -0.95156 -2.00423 -0.61674
C 0.95031 -1.09471 1.30727
C 0.40432 -2.26571 -0.74837
C 1.35195 -1.70254 0.17890
H -2.32964 -1.09841 0.75779
H -0.73719 -0.25464 2.38323
H -1.81593 -2.41299 -1.17967
H 1.70722 -0.74750 1.97903
H 0.80569 -2.85913 -1.53594
H 3.14470 -2.33747 -0.99336
H 3.51670 -1.66614 0.53813
H 2.78163 -0.61994 -0.89447
C -1.22873 2.14828 -0.07022
C -1.19116 3.53344 -0.67979
H -2.03788 2.27016 0.67184
H -1.50171 1.36767 -0.69466
H -0.38211 1.87733 0.49280
H -0.27687 3.76384 -1.16384
H -1.49502 4.37541 0.02097
H -1.84299 3.40088 -1.54419
*
```

Summary:
- E_tot: -9558.8569 eV
- SMILES string: Cc1ccccc1.CC
- E_LUMO: 0.97 eV
- Energy above the lowest of the compared OMol25 structures with the same formula, charge and spin: 30.5 kcal per mole
- Kohn-Sham gap: 9.8492 eV

Here are the Löwdin charges for atoms 1 to 8, given in e: number 1, C, carries -0.06; number 2, C, carries -0.13; number 3, C, carries -0.11; number 4, C, carries -0.05; number 5, C, carries -0.08; number 6, C, carries -0.05; number 7, C, carries -0.29; number 8, H, carries 0.10

***

DFT (the ωB97M-V functional and the def2-TZVPD basis) results for 2 unconnected molecules or ions with the total composition C9H14 at a distorted geometry.

ORCA input file:
```
! RIJCOSX wB97M-V def2-TZVPD def2/J DEFGRID3
* xyz 0 1
C 1.92002 3.42710 1.69522
C 1.55695 -0.08077 0.23020
C 0.27318 -0.04555 -0.28631
C 2.09034 1.05282 0.83590
C 1.35579 2.22143 0.97871
C -0.49383 1.09317 -0.10283
C 0.04040 2.21317 0.50595
H 2.16481 -0.97490 0.25057
H -0.09569 -0.88946 -0.85484
H 3.12899 1.05170 1.13525
H -1.50933 1.12299 -0.47935
H 2.32943 3.09726 2.65448
H 1.14666 4.18586 1.82285
H -0.52350 3.13012 0.60622
H 2.75338 3.86350 1.13285
C -2.45276 -2.75559 -1.79613
C -1.57264 -3.41832 -0.72575
H -2.75839 -1.75718 -1.47723
H -1.92188 -2.59390 -2.74248
H -3.33951 -3.34928 -1.98285
H -2.18583 -3.46144 0.17614
H -0.73213 -2.77620 -0.48258
H -1.17446 -4.35654 -1.09401
*
```

Summary:
- E_tot: -9559.9397 eV
- SMILES string: Cc1ccccc1.CC
- E_LUMO: 1.04 eV
- Energy above the lowest of the compared OMol25 structures with the same formula, charge and spin: 5.6 kcal per mole
- Kohn-Sham gap: 10.0738 eV

Here are the Löwdin charges for atoms 1 to 8, given in e: number 1, C, carries -0.05; number 2, C, carries -0.08; number 3, C, carries -0.10; number 4, C, carries -0.06; number 5, C, carries -0.28; number 6, C, carries -0.09; number 7, C, carries -0.06; number 8, H, carries 0.10

***

DFT (the ωB97M-V functional and the def2-TZVPD basis) results for 2 unconnected molecules or ions with the total composition C9H14 at a distorted geometry.

ORCA input file:
```
! RIJCOSX wB97M-V def2-TZVPD def2/J DEFGRID3
* xyz 0 1
C -0.43206 -3.91576 1.33210
C 0.63877 -3.49295 2.30895
H -0.10480 -3.92262 0.22151
H -0.77413 -5.02182 1.47214
H -1.21331 -3.10856 1.38265
H 0.99216 -2.47992 2.14451
H 1.59910 -4.19967 2.60171
H 0.18364 -3.15230 3.29965
C 1.79144 1.59522 -2.09974
C -1.59874 2.37585 0.31325
C -1.51758 1.00503 -0.17400
C -0.90627 3.37121 -0.20269
C -0.51871 0.79941 -1.17629
C 0.09897 3.09718 -1.06923
C 0.48697 1.80871 -1.44642
H -2.40925 2.57573 0.97089
H -2.11977 0.21918 0.20444
H -1.29013 4.40134 -0.01009
H -0.32582 -0.23180 -1.60569
H 0.90230 3.77630 -1.34465
H 2.37358 2.43946 -2.33824
H 1.76528 1.17939 -3.18183
H 2.37834 0.88141 -1.60294
*
```

Summary:
- E_tot: -9558.0169 eV
- SMILES string: Cc1ccccc1.CC
- E_LUMO: 0.89 eV
- Energy above the lowest of the compared OMol25 structures with the same formula, charge and spin: 49.9 kcal per mole
- Kohn-Sham gap: 9.7862 eV

Here are the Löwdin charges for atoms 1 to 8, given in e: number 1, C, carries -0.22; number 2, C, carries -0.24; number 3, H, carries 0.08; number 4, H, carries 0.09; number 5, H, carries 0.07; number 6, H, carries 0.04; number 7, H, carries 0.12; number 8, H, carries 0.07

***

DFT (the ωB97M-V functional and the def2-TZVPD basis) results for 2 unconnected molecules or ions with the total composition C9H14 at a distorted geometry.

ORCA input file:
```
! RIJCOSX wB97M-V def2-TZVPD def2/J DEFGRID3
* xyz 0 1
C 0.52226 2.26480 -2.22671
C 1.90613 0.99575 1.02596
C 1.78028 1.73217 -0.12980
C 0.79089 0.34586 1.58533
C 0.55236 1.82608 -0.80913
C -0.46719 0.71168 1.09646
C -0.56094 1.37545 -0.10921
H 2.81525 0.82510 1.67290
H 2.64643 2.27021 -0.54279
H 0.82627 -0.49982 2.30613
H -1.32697 0.41692 1.67753
H -0.46993 2.05306 -2.60154
H 1.22328 1.67411 -2.82818
H -1.55357 1.38176 -0.53393
H 0.75920 3.35544 -2.26584
C -1.76307 -2.38137 0.77277
C -0.48839 -2.77851 -0.06826
H -1.64621 -1.84099 1.69465
H -2.51885 -1.82243 0.23726
H -2.28232 -3.34555 0.99368
H -0.63623 -3.83869 -0.25499
H 0.47498 -2.45316 0.33317
H -0.58365 -2.26785 -1.02545
*
```

Summary:
- E_tot: -9559.1352 eV
- SMILES string: Cc1ccccc1.CC
- E_LUMO: 0.98 eV
- Energy above the lowest of the compared OMol25 structures with the same formula, charge and spin: 24.1 kcal per mole
- Kohn-Sham gap: 9.8141 eV

Here are the Löwdin charges for atoms 1 to 8, given in e: number 1, C, carries -0.06; number 2, C, carries -0.10; number 3, C, carries -0.07; number 4, C, carries -0.11; number 5, C, carries -0.30; number 6, C, carries -0.11; number 7, C, carries -0.06; number 8, H, carries 0.12